Below is a structure of composition C21H42Cl28NO6PS at a distorted geometry, with properties calculated with wB97M-V/def2-TZVPD.

```
100
Properties=species:S:1:pos:R:3:forces:R:3:lowdin_charge:R:1
C 0.681 -1.128 5.162 -0.388 0.102 -0.258 -0.009
C 0.884 -0.108 3.892 5.614 -0.235 -3.210 -0.321
O 2.103 -0.074 3.318 -7.237 0.034 3.560 -0.080
O -0.147 0.774 3.310 5.878 -6.228 -1.512 -0.391
C -1.233 0.006 2.679 -1.206 -3.046 -2.954 -0.380
C -0.745 -1.322 1.851 -0.287 -0.115 -0.545 -0.152
C -1.715 -1.679 0.536 0.294 -0.191 1.532 -0.219
C -0.762 -2.509 -0.508 -1.132 -0.583 2.099 -0.417
P 0.117 -1.452 -1.830 -1.229 -1.840 -0.375 0.954
O 1.846 -1.680 -1.490 -0.785 0.992 0.717 -0.322
N 2.397 -2.161 -2.636 -4.223 -0.919 -2.237 -0.037
O 1.456 -2.463 -3.392 4.925 -0.377 0.673 -0.150
S -0.302 0.641 -1.657 -2.883 5.566 2.129 0.559
C 1.148 1.616 -2.431 0.744 0.925 0.135 -0.230
O -1.550 0.924 -2.558 4.038 -1.724 2.636 -0.454
O -0.432 1.176 -0.212 0.459 -1.611 -3.824 -0.482
H -0.370 -1.639 5.090 1.895 1.157 0.266 0.090
H 0.790 -0.557 6.203 -0.343 -1.088 -2.461 0.110
H 1.501 -1.982 5.103 -1.672 2.140 -0.086 0.054
H -1.998 -0.361 3.500 1.712 0.123 -1.944 0.090
H -1.839 0.727 1.945 1.923 -1.716 1.697 0.047
H -0.870 -2.244 2.587 0.737 1.768 -1.606 0.125
H 0.349 -1.243 1.400 -2.164 0.034 1.376 0.124
H -2.211 -0.710 0.092 1.035 -2.042 0.783 0.074
H -2.549 -2.413 0.969 1.634 1.627 -1.343 0.123
H 0.021 -3.118 0.155 -1.536 1.485 -1.565 0.089
H -1.448 -3.343 -1.006 1.722 2.423 0.543 0.037
H 1.893 0.929 -3.017 -1.587 1.243 1.298 0.002
H 0.726 2.460 -3.142 0.352 -2.209 1.466 0.045
H 1.687 2.201 -1.541 -1.261 -1.869 -1.984 -0.007
C 3.295 2.792 2.065 -0.231 -0.286 0.325 -1.024
Cl 2.586 2.953 0.454 0.031 0.118 0.270 0.581
Cl 4.995 3.279 2.063 0.125 0.055 0.131 0.502
H 2.744 3.429 2.761 0.116 -0.079 -0.307 0.004
H 3.224 1.749 2.383 -0.024 0.256 -0.182 -0.004
C -2.430 3.101 4.631 -0.258 -0.136 0.182 -0.923
Cl -1.726 1.541 4.189 -4.679 6.818 4.840 0.848
Cl -3.750 2.898 5.790 -0.398 0.327 0.321 0.483
H -1.655 3.727 5.081 -0.200 -0.203 -0.007 0.018
H -2.818 3.585 3.731 -0.006 -0.188 0.198 0.007
C 3.754 1.392 -5.499 0.141 -0.064 -0.372 -0.963
Cl 4.389 0.465 -4.134 -0.303 0.022 0.035 0.508
Cl 2.566 2.585 -4.961 0.326 0.208 -0.614 0.572
H 4.580 1.909 -5.993 -0.181 -0.091 0.251 0.033
H 3.275 0.706 -6.203 0.050 0.147 0.290 0.038
C -1.537 -6.474 -0.882 0.091 -0.146 -0.468 -1.046
Cl -1.306 -6.978 0.797 0.157 -0.022 -0.032 0.499
Cl -0.293 -5.320 -1.376 0.363 -0.886 -0.401 0.578
H -1.483 -7.354 -1.528 0.112 0.201 0.221 0.037
H -2.519 -6.004 -0.981 0.798 -0.051 -0.097 -0.076
C 0.521 4.809 -7.065 0.003 -0.390 -0.083 -1.030
Cl 0.384 5.108 -5.328 -0.052 -0.040 -0.014 0.495
Cl 0.436 6.320 -7.980 0.064 -0.049 -0.107 0.529
H 1.479 4.324 -7.268 -0.195 0.239 0.121 0.008
H -0.297 4.156 -7.379 0.146 0.271 0.134 0.034
C -5.889 -6.260 -0.238 -0.343 -0.120 -0.092 -0.976
Cl -4.201 -6.364 0.275 -1.149 -0.225 0.477 0.560
Cl -6.387 -4.577 -0.447 0.009 -0.076 -0.118 0.498
H -6.005 -6.786 -1.189 0.107 0.204 0.223 0.034
H -6.521 -6.727 0.521 0.210 0.199 -0.111 0.029
C 4.752 -2.476 3.813 0.270 0.419 -0.134 -1.018
Cl 4.348 -3.372 2.343 0.050 0.081 -0.020 0.498
Cl 3.942 -3.171 5.223 0.065 0.017 0.125 0.515
H 5.832 -2.515 3.968 -0.316 -0.155 -0.020 0.029
H 4.433 -1.438 3.695 -0.136 -0.318 0.016 0.014
C -1.935 9.292 -8.119 -0.044 -0.340 0.115 -1.044
Cl -2.667 10.046 -9.541 -0.065 -0.090 -0.029 0.496
Cl -0.834 10.408 -7.303 0.013 -0.102 0.066 0.494
H -2.726 9.001 -7.424 0.195 0.197 -0.187 0.031
H -1.376 8.407 -8.434 -0.122 0.340 0.040 -0.028
C 7.449 -0.240 -1.488 -0.004 0.015 -0.197 -1.112
Cl 8.199 -1.423 -0.410 0.051 -0.075 -0.009 0.492
Cl 6.505 0.944 -0.575 -0.059 0.069 -0.081 0.500
H 8.232 0.282 -2.044 -0.204 -0.157 0.289 -0.003
H 6.788 -0.761 -2.185 0.181 0.099 0.365 -0.023
C -4.281 3.306 0.991 0.079 0.212 -0.145 -1.002
Cl -3.577 1.746 0.549 -0.102 0.240 -0.159 0.594
Cl -5.601 3.103 2.150 -0.004 0.129 0.052 0.509
H -3.506 3.932 1.441 -0.175 -0.247 -0.067 0.023
H -4.669 3.789 0.091 0.057 -0.235 0.229 0.031
C 3.054 3.795 5.697 0.338 0.071 0.194 -1.007
Cl 1.602 4.793 5.558 0.027 0.099 -0.012 0.514
Cl 2.678 2.086 5.443 0.181 0.101 0.039 0.586
H 3.779 4.115 4.945 -0.241 -0.122 0.093 0.013
H 3.478 3.921 6.696 -0.221 -0.050 -0.240 0.031
C 8.585 -1.249 -5.233 0.261 -0.068 -0.382 -0.985
Cl 9.221 -2.175 -3.868 0.024 -0.012 -0.089 0.531
Cl 7.397 -0.056 -4.694 0.228 -0.042 -0.491 0.524
H 9.411 -0.731 -5.727 -0.204 -0.095 0.233 0.031
H 8.107 -1.935 -5.936 0.036 0.172 0.291 0.032
C -9.544 -2.885 1.766 -0.379 0.193 -0.071 -1.009
Cl -8.567 -1.516 1.221 -0.108 -0.032 0.004 0.512
Cl -8.521 -4.222 2.307 -0.216 -0.130 0.065 0.521
H -10.176 -2.563 2.597 0.291 -0.085 -0.159 0.031
H -10.169 -3.228 0.939 0.293 0.037 0.174 0.031
C -5.811 -4.934 4.530 -0.283 -0.176 -0.081 -1.047
Cl -5.649 -4.295 6.170 -0.103 -0.060 0.016 0.506
Cl -4.426 -4.478 3.530 -0.059 -0.057 -0.105 0.487
H -5.872 -6.024 4.577 0.158 0.285 0.050 0.032
H -6.722 -4.532 4.080 0.384 0.030 0.198 -0.055
```
Positions in Å, forces in eV/Å.

As for the LUMO energy: -0.973 eV. The HOMO-LUMO gap comes out at 7.525 eV. Its multiplicity is 1. Its maximum force is 9.58 eV Å⁻¹.



Below is a cluster of 3 separate species, C4H15NO2 in total at a distorted geometry, with properties calculated with wB97M-V/def2-TZVPD.

```
22
Properties=species:S:1:pos:R:3:forces:R:3:nbo_charge:R:1
C -0.946 2.423 -1.460 -0.161 -1.089 -0.689 -0.618
C -0.059 2.116 -0.277 0.251 -0.214 0.421 -0.406
C -0.540 0.909 0.520 -0.938 0.154 -0.020 -0.201
N -0.445 -0.310 -0.228 0.000 -0.170 -0.848 -0.679
C 0.378 -1.407 0.157 0.500 0.291 1.952 -0.423
H -2.005 2.411 -1.212 -0.148 0.506 0.214 0.196
H -0.659 3.293 -2.024 -0.048 0.625 0.130 0.215
H -0.855 1.617 -2.203 0.129 -0.042 0.178 0.209
H 0.913 1.811 -0.658 0.396 0.386 0.032 0.204
H 0.047 2.956 0.418 0.030 0.094 -0.255 0.195
H -0.035 0.844 1.480 0.380 -0.254 -0.040 0.197
H -1.595 1.072 0.793 0.019 0.102 0.054 0.168
H -1.060 -0.388 -1.013 0.019 -0.222 -0.005 0.381
H 1.327 -1.015 0.563 0.053 -0.062 -0.316 0.182
H -0.023 -1.929 1.035 -0.127 -0.388 -0.111 0.183
H 0.641 -2.161 -0.578 -0.386 0.141 -0.479 0.196
H 1.480 -0.784 -1.751 -0.052 -0.029 -0.177 0.479
H 1.685 -1.357 -3.188 -0.027 0.321 0.418 0.467
O 1.534 -0.543 -2.682 0.111 -0.158 -0.444 -0.947
H 0.213 -2.727 4.717 0.113 0.083 -0.007 0.468
H -0.364 -3.725 3.744 0.041 -0.040 -0.124 0.467
O 0.366 -3.106 3.846 -0.155 -0.035 0.115 -0.934
```
Positions in Å, forces in eV/Å.

As for the LUMO energy: 0.758 eV. The structure (SMILES) is CCCNC.O.O. As for the energy relative to the best compared isomer or geometry (same formula, charge and spin): 34.35 kcal per mole. The HOMO-LUMO gap comes out at 8.709 eV. Its multiplicity is 1. Its maximum force is 2.04 eV Å⁻¹.